Entry 1:
DFT (the ωB97M-V functional and the def2-TZVPD basis) results for a structure of composition C7H16ClN2O6Pd.

```
33
C7H16ClN2O6Pd, DFT the ωB97M-V functional and the def2-TZVPD basis
Pd 0.062 0.593 0.311
O -1.196 -0.861 1.430
Cl -0.538 -2.029 2.075
O -1.563 -2.822 2.700
O 0.407 -1.565 3.048
O 0.137 -2.797 1.067
C -0.679 -2.230 -2.212
O 0.400 -1.322 -2.177
C 1.610 -1.931 -1.791
C 2.535 -0.850 -1.270
O 2.238 -0.475 0.061
C 2.883 -1.286 1.027
H -0.518 -3.007 -2.972
H -1.570 -1.658 -2.466
H -0.823 -2.700 -1.235
H 2.065 -2.441 -2.654
H 1.432 -2.672 -1.004
H 2.412 0.046 -1.881
H 3.579 -1.187 -1.330
H 3.971 -1.178 0.927
H 2.603 -2.337 0.929
H 2.553 -0.940 2.001
C -2.766 2.420 1.263
N -1.985 2.940 0.158
C -1.959 4.384 0.043
C -0.795 2.311 -0.088
N 0.285 2.466 -0.633
H -3.807 2.736 1.156
H -2.395 2.772 2.236
H -2.711 1.334 1.258
H -2.982 4.767 0.015
H -1.448 4.660 -0.877
H -1.434 4.859 0.884
```

Results
Energy relative to the best compared isomer or geometry (same formula, charge and spin) ... 0.0 kcal per mole
2S+1 ... 1
Total charge ... -1
Lowest unoccupied orbital energy ... 0.125 hartree
HOMO ... -0.1517 hartree

***

Entry 2:
DFT (the ωB97M-V functional and the def2-TZVPD basis) results for a structure of composition C7H16EuI2Nb at a distorted geometry.

```
27
C7H16EuI2Nb, DFT the ωB97M-V functional and the def2-TZVPD basis
C 0.134 3.601 -1.026
C 0.029 2.893 0.458
C -1.177 1.738 0.456
Nb -0.421 -0.318 -0.251
C -1.261 -1.192 1.695
C 0.136 -2.441 -0.863
I -1.476 -3.704 -1.750
C 1.471 -3.086 -0.737
C 2.740 -2.236 -0.143
I 1.741 -5.163 -1.372
H 0.093 4.777 -0.828
H 1.155 3.263 -1.515
H -0.811 3.337 -1.688
H -0.261 3.723 1.246
H 1.010 2.327 0.788
H -1.700 1.642 1.524
H -2.051 2.033 -0.293
H 1.148 -0.006 0.594
H 0.312 0.375 -1.768
H -2.011 -0.533 -1.105
H -1.254 -0.451 2.602
H -2.369 -1.606 1.552
H -0.624 -2.138 2.028
H 3.596 -3.033 0.097
H 2.515 -1.681 0.876
H 3.196 -1.525 -0.971
Eu -3.861 -0.595 0.391
```

Results
2S+1 ... 8
Total charge ... +1
Lowest unoccupied orbital energy (spin up / spin down) ... -0.194 / -0.243 hartree
<S²> ... 15.785
HOMO (spin up / spin down) ... -0.4037 / -0.4047 hartree

***

Entry 3:
DFT (the ωB97M-V functional and the def2-TZVPD basis) results for a cluster of 3 separate species, C7H16INO3S in total at a distorted geometry.

```
29
C7H16INO3S, DFT the ωB97M-V functional and the def2-TZVPD basis
C 1.386 -2.724 0.993
C 0.065 -2.035 1.426
O 0.055 -0.917 2.125
N -1.069 -2.863 1.089
H -1.266 -2.747 0.006
H -0.726 -3.697 1.115
C -2.365 -2.574 1.715
H 1.644 -1.878 0.110
H 1.365 -3.758 0.778
H 2.116 -2.541 1.811
H -2.419 -2.042 2.605
H -2.964 -3.385 1.827
H -3.085 -2.023 1.293
I -1.258 -2.115 -2.337
C 1.081 2.025 0.121
C -0.397 1.955 -0.299
C -0.380 1.841 -1.707
S 0.818 2.991 -2.244
O 0.152 4.288 -2.448
O 1.614 2.384 -3.283
C 1.758 3.160 -0.720
H 1.526 1.038 -0.023
H 1.080 2.122 1.299
H -1.110 2.813 0.083
H -0.737 0.970 0.063
H -1.401 2.046 -2.121
H -0.106 0.581 -1.957
H 1.777 4.252 -0.406
H 2.845 2.835 -0.914
```

Results
Energy relative to the best compared isomer or geometry (same formula, charge and spin) ... 29.2 kcal per mole
2S+1 ... 1
Lowest unoccupied orbital energy ... -0.039 hartree
HOMO ... -0.2997 hartree

***

Entry 4:
DFT (the ωB97M-V functional and the def2-TZVPD basis) results for a cluster of 2 separate species, C7H16N in total at a distorted geometry.

```
24
C7H16N, DFT the ωB97M-V functional and the def2-TZVPD basis
C 1.257 1.102 2.857
C 0.732 0.671 1.483
C 0.437 -0.865 1.470
C 0.164 -1.339 0.002
C -1.993 -0.090 0.116
C -1.031 -0.884 -0.519
C -1.511 -1.352 -1.888
N 1.505 2.000 -3.008
H 1.840 2.028 2.857
H 0.521 1.265 3.651
H 1.945 0.319 3.199
H -0.161 1.272 1.154
H -0.402 -1.082 2.147
H 1.298 -1.414 1.883
H 0.585 -2.168 -0.577
H 0.853 2.270 -3.730
H -2.830 0.411 -0.374
H -2.196 -0.265 1.181
H -0.653 -1.996 -2.204
H -1.469 -0.676 -2.753
H -2.414 -1.962 -2.003
H 1.278 1.103 -2.597
H 1.460 0.801 0.664
H 1.446 2.711 -2.281
```

Results
Energy relative to the best compared isomer or geometry (same formula, charge and spin) ... 91.5 kcal per mole
2S+1 ... 1
Total charge ... +1
Lowest unoccupied orbital energy ... -0.270 hartree
HOMO ... -0.4704 hartree

***

Entry 5:
DFT (the ωB97M-V functional and the def2-TZVPD basis) results for the molecule C7H16N2O2Si at a distorted geometry.

```
28
C7H16N2O2Si, DFT the ωB97M-V functional and the def2-TZVPD basis
H 1.834 0.066 -4.857
N 2.101 0.344 -3.912
C 2.988 -0.324 -3.365
C 3.443 0.030 -2.059
Si 2.302 -0.982 -0.741
N 0.712 -0.401 -0.833
C -0.028 -0.620 0.280
O 0.293 -1.498 1.114
O -1.057 0.274 0.228
C -1.940 0.428 1.391
C -1.090 0.855 2.586
C -3.109 1.464 1.049
C -2.585 -0.958 1.691
H 3.560 -1.014 -3.926
H 4.454 -0.530 -1.961
H 3.363 1.150 -1.941
H 2.466 -2.439 -1.154
H 2.703 -0.258 0.474
H 0.332 0.448 -1.208
H -0.524 1.723 2.428
H -1.773 0.996 3.487
H -0.371 0.128 2.845
H -3.592 1.619 1.967
H -3.814 0.909 0.318
H -2.719 2.290 0.573
H -3.015 -0.858 2.706
H -3.172 -1.279 0.887
H -1.764 -1.561 1.932
```

Results
Energy relative to the best compared isomer or geometry (same formula, charge and spin) ... 62.8 kcal per mole
2S+1 ... 1
Lowest unoccupied orbital energy ... 0.031 hartree
HOMO ... -0.3523 hartree

***

Entry 6:
DFT (the ωB97M-V functional and the def2-TZVPD basis) results for a cluster of 2 separate species, C7H16N3 in total at a distorted geometry.

```
26
C7H16N3, DFT the ωB97M-V functional and the def2-TZVPD basis
C 0.254 0.068 -3.177
N -0.334 1.027 -2.236
C -0.226 2.461 -2.502
C -1.024 0.606 -1.214
H 0.911 0.639 -3.838
H 0.821 -0.694 -2.620
H -0.532 -0.434 -3.767
H 0.515 2.581 -3.296
H -1.197 2.875 -2.822
H 0.094 2.978 -1.584
H -1.491 1.333 -0.545
H -1.127 -0.466 -1.046
C 0.605 1.206 2.208
C 0.261 -0.216 1.927
N -0.381 -0.707 0.912
C -0.494 -2.162 1.111
C 0.263 -2.477 2.396
N 0.612 -1.149 2.851
H 1.317 1.244 3.040
H 1.056 1.660 1.317
H -0.300 1.766 2.485
H -1.543 -2.468 1.200
H -0.061 -2.672 0.245
H -0.378 -2.982 3.121
H 1.167 -3.063 2.196
H 1.210 -0.954 3.639
```

Results
Energy relative to the best compared isomer or geometry (same formula, charge and spin) ... 39.8 kcal per mole
2S+1 ... 1
Total charge ... +1
Lowest unoccupied orbital energy ... -0.144 hartree
HOMO ... -0.4264 hartree

***

Entry 7:
DFT (the ωB97M-V functional and the def2-TZVPD basis) results for the ion C7H16N3 with charge +1 at a distorted geometry.

```
26
C7H16N3, DFT the ωB97M-V functional and the def2-TZVPD basis
H -3.247 0.923 2.168
N -2.560 0.684 1.463
C -2.470 1.313 0.389
N -1.502 0.747 -0.482
C -0.337 0.042 0.234
C 1.050 0.236 -0.182
C 1.732 -0.985 0.415
C 1.558 1.660 0.319
C 1.110 0.112 -1.790
N -1.381 -0.689 -0.575
C -2.142 -1.709 0.161
H -3.027 2.121 -0.110
H -0.637 0.010 1.193
H 2.308 -0.716 1.244
H 2.394 -1.260 -0.395
H 1.138 -1.880 0.736
H 1.021 2.375 -0.345
H 1.628 1.901 1.306
H 2.613 1.735 -0.005
H 0.503 -0.660 -2.080
H 2.133 0.139 -2.166
H 0.715 1.140 -2.232
H -1.106 -1.105 -1.524
H -3.267 -1.332 0.049
H -2.199 -2.765 -0.314
H -2.023 -1.742 1.226
```

Results
Energy relative to the best compared isomer or geometry (same formula, charge and spin) ... 130.0 kcal per mole
2S+1 ... 1
Total charge ... +1
Lowest unoccupied orbital energy ... -0.128 hartree
HOMO ... -0.5438 hartree

***

Entry 8:
DFT (the ωB97M-V functional and the def2-TZVPD basis) results for a cluster of 2 separate species, C7H16N3O2PS in total at a distorted geometry.

```
30
C7H16N3O2PS, DFT the ωB97M-V functional and the def2-TZVPD basis
C -0.234 0.934 -1.098
C -4.117 -3.011 -1.445
C 5.394 0.536 1.006
C 0.484 2.115 -0.341
C -4.155 -1.628 -0.797
C 4.013 0.064 1.440
C 1.912 1.284 1.600
N -2.836 -1.196 -0.346
N 2.868 0.759 0.892
N 0.812 1.681 0.968
O 0.183 -0.203 -1.022
O -1.478 1.236 -1.484
P -2.416 0.087 0.629
S -4.079 0.910 1.163
H -5.167 -3.492 -1.612
H -3.537 -2.949 -2.333
H -3.728 -3.845 -0.796
H 6.138 -0.264 1.397
H 5.553 0.506 -0.061
H 5.510 1.508 1.478
H -0.159 2.925 -0.256
H 1.411 2.466 -0.695
H -4.652 -0.852 -1.359
H -4.731 -1.655 0.192
H 3.821 -1.014 1.258
H 3.961 0.142 2.650
H -2.082 -1.672 -0.953
H 2.982 0.839 -0.150
H -1.635 2.254 -1.462
H -0.038 1.534 1.535
```

Results
Energy relative to the best compared isomer or geometry (same formula, charge and spin) ... 11.7 kcal per mole
2S+1 ... 1
Lowest unoccupied orbital energy ... 0.004 hartree
HOMO ... -0.2883 hartree

***

Entry 9:
DFT (the ωB97M-V functional and the def2-TZVPD basis) results for a cluster of 2 separate species, C7H16NO2S3 in total at a distorted geometry.

```
29
C7H16NO2S3, DFT the ωB97M-V functional and the def2-TZVPD basis
C 2.019 -0.389 1.408
C -2.415 0.377 1.352
C -2.517 1.138 -1.152
C -1.932 -1.231 -0.479
C 3.084 0.780 -0.428
C 2.062 -1.370 -0.849
C -1.959 0.175 -0.069
N 2.254 -0.263 0.128
O 0.065 1.623 0.847
O 0.313 1.094 -1.538
S 2.530 0.672 2.554
S 0.758 -1.547 1.892
S -0.023 0.683 -0.208
H -2.060 -0.460 1.853
H -2.029 1.314 1.668
H -3.503 0.388 1.295
H -1.999 0.997 -2.156
H -1.967 2.162 -0.969
H -3.529 1.135 -1.396
H -2.816 -1.420 -1.169
H -1.125 -1.485 -1.121
H -1.963 -1.848 0.433
H 2.707 1.703 0.054
H 4.049 0.679 0.055
H 3.181 0.897 -1.571
H 3.038 -1.810 -1.206
H 1.396 -2.083 -0.467
H 1.709 -0.751 -1.811
H 0.674 -1.161 3.050
```

Results
Energy relative to the best compared isomer or geometry (same formula, charge and spin) ... 36.8 kcal per mole
2S+1 ... 1
Total charge ... +1
Lowest unoccupied orbital energy (spin up / spin down) ... -0.257 / -0.257 hartree
HOMO (spin up / spin down) ... -0.4617 / -0.4617 hartree

***

Entry 10:
DFT (the ωB97M-V functional and the def2-TZVPD basis) results for a structure of composition C7H16NO2SYb at a distorted geometry.

```
28
C7H16NO2SYb, DFT the ωB97M-V functional and the def2-TZVPD basis
N 4.774 -0.544 0.108
C 3.482 -0.877 -0.557
C 2.209 -0.478 0.342
C 1.656 1.007 0.044
C 0.154 1.083 -0.513
C -0.955 1.007 0.573
C -1.972 -0.149 0.195
C -3.432 0.398 0.019
S -4.632 -1.016 -0.067
O -5.823 -0.580 0.715
O -4.064 -2.245 0.558
H 4.624 0.296 0.672
H 4.934 -1.299 0.782
H 3.474 -0.289 -1.515
H 3.440 -1.983 -0.714
H 1.411 -1.301 0.314
H 2.596 -0.483 1.398
H 2.333 1.453 -0.742
H 1.750 1.635 0.960
H 0.050 2.097 -1.002
H -0.121 0.312 -1.302
H -0.521 0.888 1.605
H -1.531 1.976 0.619
H -1.990 -0.824 1.096
H -3.695 1.090 0.863
H -3.582 0.997 -0.925
H -4.993 -1.292 -1.377
Yb 0.424 -0.878 -2.148
```

Results
2S+1 ... 1
Total charge ... +1
Lowest unoccupied orbital energy ... -0.206 hartree
HOMO ... -0.3879 hartree

***

Entry 11:
DFT (the ωB97M-V functional and the def2-TZVPD basis) results for a cluster of 2 separate species, C7H16NO6P in total at a distorted geometry.

```
31
C7H16NO6P, DFT the ωB97M-V functional and the def2-TZVPD basis
C -1.805 -1.021 0.866
N -1.486 -2.137 -0.104
C -2.670 -3.036 -0.382
C -0.803 -1.650 -1.362
O 0.329 -2.310 -1.731
C -1.288 -0.422 -2.333
O -1.368 0.896 -1.684
C -0.042 1.479 -1.428
O 1.142 0.893 -1.705
O 0.062 2.844 -0.814
P -1.333 3.185 0.175
O -1.073 4.554 0.986
H -2.542 -0.210 0.449
H -0.763 -0.554 1.191
H -2.254 -1.499 1.861
H -2.569 -3.990 0.329
H -3.682 -2.515 -0.051
H -2.721 -3.428 -1.486
H -0.541 -0.356 -3.261
H -2.335 -0.736 -2.812
H -1.594 2.182 1.179
H -2.507 3.453 -0.648
C 4.011 1.218 1.177
C 3.494 -0.006 1.904
O 2.158 -0.278 1.507
H 3.381 2.088 1.392
H 5.039 1.444 1.476
H 3.984 1.066 0.093
H 3.502 0.159 2.985
H 4.111 -0.883 1.684
H 2.163 -0.431 0.546
```

Results
Energy relative to the best compared isomer or geometry (same formula, charge and spin) ... 155.8 kcal per mole
2S+1 ... 1
Lowest unoccupied orbital energy ... -0.014 hartree
HOMO ... -0.3575 hartree

***

Entry 12:
DFT (the ωB97M-V functional and the def2-TZVPD basis) results for a cluster of 2 separate species, C7H16O in total.

```
24
C7H16O, DFT the ωB97M-V functional and the def2-TZVPD basis
C -3.087 -2.155 -0.650
C -2.174 -1.353 -0.118
C -0.710 -1.667 -0.198
C -2.556 -0.090 0.595
H -4.143 -1.927 -0.585
H -2.802 -3.062 -1.167
H -0.159 -0.863 -0.698
H -0.539 -2.597 -0.739
H -0.277 -1.755 0.804
H -3.637 0.002 0.675
H -2.170 0.785 0.067
H -2.127 -0.060 1.600
C 0.843 2.199 0.350
C 1.865 1.497 -0.533
C 2.737 0.545 0.252
O 3.638 -0.082 -0.659
H 1.335 2.785 1.128
H 0.226 2.869 -0.248
H 0.174 1.486 0.838
H 2.507 2.236 -1.014
H 1.367 0.930 -1.321
H 2.122 -0.209 0.754
H 3.296 1.090 1.022
H 4.271 -0.604 -0.154
```

Results
Energy relative to the best compared isomer or geometry (same formula, charge and spin) ... 22.8 kcal per mole
2S+1 ... 1
Lowest unoccupied orbital energy ... 0.035 hartree
HOMO ... -0.3423 hartree

***

| no. | E (Ha) |
| --- | --- |
| 1 | -1425.0866 |
| 2 | -1638.1554 |
| 3 | -1252.4954 |
| 4 | -330.6827 |
| 5 | -825.7803 |
| 6 | -440.3183 |
| 7 | -440.1745 |
| 8 | -1330.5260 |
| 9 | -1675.6950 |
| 10 | -2037.8703 |
| 11 | -1123.6749 |
| 12 | -351.5175 |